DFT (the ωB97M-V functional and the def2-TZVPD basis) results for one molecule with the formula C4H5N.

```
! RIJCOSX wB97M-V def2-TZVPD def2/J DEFGRID3
* xyz 0 1
C -0.51088 1.46274 1.47090
C -0.90833 0.71375 0.32113
C -0.53595 -0.72091 -0.00172
C 0.64167 -0.79444 -0.82625
H 0.32997 1.02804 2.28990
H -1.04124 2.38483 1.56146
H -1.76140 0.96904 -0.56794
H -1.35861 -1.24955 -0.46170
H -0.19424 -1.19623 0.97996
N 1.70092 -0.84328 -1.36943
*
```

LUMO: 0.71 eV
relative energy (zero: lowest compared OMol25 entry of this formula, charge and spin): 55.8 kcal/mol
frontier orbital gap: 10.9 eV